# C37H48Br55F8NO4

A molecular structure, C37H48Br55F8NO4 at a distorted geometry (ωB97M-V/def2-TZVPD, OMol25).

HOMO-LUMO gap = 9.06 eV
Highest occupied orbital energy = -0.3466 Eh

Cartesian coordinates (Å):
Br (-6.365, 6.921, 0.935)
H (2.648, 3.938, 5.370)
Br (7.703, 3.192, -3.110)
C (-1.610, 5.162, -2.251)
H (1.415, -3.972, 7.758)
Br (3.701, 2.384, 6.976)
C (-3.228, -0.541, -2.316)
H (4.216, 0.401, 2.555)
H (-0.012, -0.607, 1.245)
C (5.778, 0.659, 0.216)
Br (-0.447, -4.706, 14.147)
O (5.726, -0.295, 1.271)
C (8.071, -5.898, 1.826)
Br (1.363, -6.437, 7.969)
C (4.481, 0.599, -0.634)
H (-9.520, -8.160, 3.011)
Br (-0.885, 7.212, -6.742)
H (0.851, 1.644, -3.537)
C (-5.616, -10.346, -4.560)
Br (-2.149, -6.558, 12.182)
H (-4.415, -2.084, 0.575)
C (0.282, -0.430, 8.858)
Br (-5.592, -0.006, -0.929)
Br (-2.912, 11.154, 0.844)
H (-2.852, 0.366, -1.833)
H (1.102, 0.631, -4.933)
H (-5.978, -4.743, -4.770)
H (8.284, 5.180, -1.760)
Br (8.431, 2.386, 5.032)
C (-4.180, -1.312, -1.394)
H (-3.114, 7.223, -5.671)
Br (2.789, 1.909, 3.956)
H (5.807, 1.195, 2.741)
O (-0.857, -2.347, -1.408)
H (7.181, -6.391, 2.190)
Br (4.407, -4.643, 1.440)
H (6.657, 0.429, -0.387)
H (-1.335, -0.195, 0.157)
H (0.308, -1.154, -3.918)
H (5.562, -0.455, 3.286)
H (8.796, 3.321, 2.771)
C (-2.867, 9.410, 0.021)
H (2.854, 7.662, -3.366)
Br (4.794, 8.729, -2.264)
Br (9.572, -7.008, 2.306)
H (5.504, 1.951, -1.916)
Br (-3.758, -0.076, -5.691)
Br (-9.782, -5.867, 3.906)
C (2.658, -4.715, 0.636)
Br (-7.779, -9.479, 0.842)
Br (1.769, -1.233, -8.509)
F (-1.760, 4.211, 1.751)
H (2.853, -0.111, -10.427)
H (-2.119, 1.454, 1.155)
Br (-11.316, -8.563, 4.660)
C (-1.054, -1.370, -2.079)
Br (-8.893, -8.112, -1.821)
H (-1.027, 2.095, 2.385)
Br (7.889, -5.735, -0.087)
F (-3.848, 4.842, -1.590)
H (2.767, 2.222, -2.055)
F (-2.199, 6.073, -3.043)
Br (-5.961, -5.670, -2.475)
C (-1.357, 3.430, 0.737)
H (3.462, 0.061, -3.994)
Br (10.690, 4.372, 3.963)
Br (2.620, 6.710, -1.092)
H (1.153, -1.252, -0.655)
Br (-3.850, -3.792, -3.939)
C (0.709, -4.642, 8.228)
Br (-7.111, -9.973, -5.721)
H (5.824, 1.665, 0.647)
H (3.703, 1.118, -0.070)
O (-2.169, -1.346, -2.878)
Br (1.834, -2.969, 0.566)
H (-3.727, 8.864, 0.383)
N (-0.137, -0.278, -2.074)
Br (0.633, 2.741, 6.158)
Br (8.156, -4.173, 2.684)
Br (-3.778, 7.662, -8.013)
F (-1.966, 2.557, -1.327)
Br (0.642, -4.171, 10.097)
C (5.303, 0.253, 2.493)
F (-0.144, 3.856, 0.348)
C (0.839, -0.536, -3.189)
C (7.868, 4.221, -1.487)
H (-9.477, -7.703, 0.544)
Br (6.154, 4.553, -0.675)
Br (0.533, 1.294, 9.684)
Br (0.987, -7.029, 12.503)
C (-1.184, 2.000, 1.307)
C (2.469, 2.894, 5.585)
Br (-7.415, -6.346, 0.379)
C (4.736, 1.179, -2.033)
H (-4.798, -9.719, -4.885)
H (-1.340, 4.300, -2.861)
C (3.581, 7.284, -2.662)
F (-2.530, 5.836, -0.219)
Br (1.865, 1.856, -9.297)
C (-2.224, 0.987, -6.144)
C (-5.185, -5.163, -4.167)
Br (1.519, -6.009, 1.503)
C (-2.681, 7.848, -6.439)
C (2.910, 1.001, -3.913)
H (0.106, -1.145, 9.651)
H (-3.849, -0.195, -3.158)
C (-0.290, 0.019, 0.385)
C (-2.600, 4.833, -1.095)
Br (1.862, -1.011, 7.914)
H (-0.822, -7.152, 14.184)
Br (10.412, 1.450, 2.713)
Br (-0.781, -0.089, -6.835)
C (3.531, 1.845, -2.738)
H (1.330, 0.500, -0.879)
C (-2.369, 3.468, -0.421)
Br (-5.030, -12.176, -4.716)
Br (-4.490, -6.687, -5.129)
C (-0.636, -6.464, 13.373)
Br (-1.676, 2.066, -4.643)
H (-5.927, 4.568, 0.308)
H (4.257, -0.461, -0.738)
H (-2.522, 1.666, -6.930)
C (-6.276, 5.015, 1.228)
C (1.376, 0.756, -3.881)
Br (9.090, 3.393, -0.244)
C (9.483, 2.938, 3.514)
H (5.145, 0.377, -2.650)
O (-0.060, 1.377, 0.746)
Br (4.481, 5.807, -3.510)
F (-3.536, 3.015, 0.055)
H (2.790, -5.042, -0.385)
C (-3.580, -1.805, -0.075)
C (0.598, -0.307, -0.810)
Br (-1.304, 8.408, 0.525)
Br (-1.271, -0.451, 7.716)
Br (-4.998, 4.566, 2.598)
H (1.702, -1.120, -2.845)
H (-2.965, -2.696, -0.188)
H (-4.643, -2.155, -1.893)
C (-8.530, -7.885, 0.055)
H (3.095, 1.559, -4.834)
F (-0.517, 5.717, -1.723)
C (2.776, 0.159, -9.384)
Br (-0.994, -4.367, 7.370)
Br (-2.691, 9.657, -5.772)
Br (-3.024, 9.503, -1.897)
H (3.945, 2.727, -3.238)
Br (-6.005, -9.870, -2.736)
Br (-8.157, -8.360, 5.059)
H (-3.063, -0.995, 0.440)
C (-9.672, -7.790, 4.015)
Br (-8.015, 4.271, 1.601)
Br (4.570, 0.277, -8.689)

=====

# C37H48N4P

2 unconnected molecules or ions with the total composition C37H48N4P at a distorted geometry (ωB97M-V/def2-TZVPD, OMol25).

Relative energy (zero: lowest compared OMol25 entry of this formula, charge and spin) = 0.0 kcal per mole
HOMO-LUMO gap = 5.08 eV
Highest occupied orbital energy = -0.3296 Eh
Total charge = +1

Cartesian coordinates (Å):
H (-3.582, -4.115, -1.876)
C (5.340, 3.549, -1.330)
H (-2.266, -4.856, -2.826)
H (2.599, 6.776, 0.601)
C (1.465, 0.685, -3.484)
H (-3.848, -2.282, -1.117)
H (-4.085, -2.400, 4.705)
C (2.169, 0.894, 1.010)
H (-2.936, -5.700, -1.411)
C (2.652, 5.750, 0.225)
H (-1.236, -2.924, 5.245)
C (2.369, -1.606, -3.847)
H (0.599, 1.351, -3.525)
C (1.883, 2.213, 1.510)
N (4.269, 4.084, -0.520)
H (2.218, 1.058, -4.192)
P (0.554, -2.500, -1.748)
C (-1.260, -1.527, 3.595)
H (-3.149, -1.919, 6.131)
H (-3.658, 1.315, -3.496)
H (0.347, -4.695, -0.114)
C (-0.704, 0.808, 2.130)
H (4.802, 5.868, 0.438)
C (-4.107, 0.438, 4.755)
H (-2.918, 2.117, 5.354)
H (-4.470, 0.337, 5.786)
C (-1.915, -1.797, -1.965)
H (-3.413, 2.045, 2.356)
H (-3.064, -3.155, 0.430)
C (1.417, -0.270, 1.334)
H (-2.178, -3.467, 3.852)
H (2.876, -1.588, -2.875)
C (-1.605, -4.086, -0.905)
H (-0.526, 1.682, 1.502)
H (-1.251, 0.911, -3.960)
C (4.065, 5.488, -0.293)
C (-2.729, 1.967, 3.214)
H (-0.347, -0.126, -5.395)
H (1.884, 0.725, -2.470)
C (3.558, 3.114, 0.091)
H (5.235, 3.868, -2.378)
C (-1.896, -2.582, 4.439)
H (5.047, 1.540, -2.156)
C (-0.444, -5.069, -0.775)
C (-0.146, -1.504, 2.785)
C (-1.795, 0.822, 2.993)
C (5.191, 2.015, -1.178)
C (3.325, 0.730, 0.169)
H (-1.437, -3.314, 1.115)
C (-3.554, 1.840, 4.506)
C (-2.183, -3.801, 0.475)
H (0.921, -1.673, -0.538)
H (-2.157, 2.901, 3.245)
H (0.518, -2.370, 2.742)
H (1.955, 5.675, -0.618)
H (6.105, 1.594, -0.740)
N (-1.093, -2.825, -1.488)
H (3.659, -0.271, -0.104)
C (4.010, 1.837, -0.283)
H (-2.481, -4.752, 0.938)
H (-4.951, -0.276, -2.079)
H (2.684, 5.052, 2.269)
C (0.193, -0.307, 2.064)
C (2.198, 4.772, 1.322)
H (4.241, 6.024, -1.235)
H (6.318, 3.905, -0.975)
C (1.107, -0.747, -3.861)
H (1.174, 2.347, 2.327)
C (-2.666, -4.712, -1.814)
H (1.939, -1.224, 1.205)
C (0.504, -0.803, -5.267)
C (-1.183, -0.897, -2.770)
H (2.146, -2.646, -4.117)
H (0.182, -1.826, -5.502)
N (-3.089, -0.550, 4.533)
H (1.277, -0.513, -5.994)
C (-3.273, -1.586, -1.719)
H (-0.011, -5.308, -1.754)
N (0.158, -1.287, -2.866)
H (1.120, 4.879, 1.478)
C (-3.891, -0.452, -2.270)
H (-0.828, -6.004, -0.347)
C (-1.804, 0.221, -3.331)
C (2.513, 3.345, 1.001)
C (-2.040, -0.363, 3.703)
H (3.065, -1.212, -4.600)
H (-4.387, 2.549, 4.479)
C (-3.157, -1.906, 5.031)
C (-3.165, 0.441, -3.066)
H (-4.971, 0.259, 4.087)

=====

# C37H48N6RuS

A molecular structure, C37H48N6RuS at a distorted geometry (ωB97M-V/def2-TZVPD, OMol25).

Relative energy (zero: lowest compared OMol25 entry of this formula, charge and spin) = 11.3 kcal per mole
HOMO-LUMO gap (alpha / beta) = 3.88 / 3.88 eV
Highest occupied orbital energy (alpha / beta) = -0.4662 / -0.4662 Eh
Total charge = +2

Cartesian coordinates (Å):
Ru (-0.003, -0.060, 0.225)
N (-0.003, 1.972, 0.044)
H (6.253, 1.050, -0.397)
C (1.604, 5.345, 0.104)
H (-5.173, 2.447, -0.535)
H (-5.938, 1.095, 2.104)
H (6.582, 2.692, 1.388)
C (-1.095, -2.903, -0.061)
C (1.619, -5.446, -0.039)
C (4.218, 0.637, -0.013)
H (2.605, 4.765, 1.948)
H (2.599, -4.888, 1.824)
H (-6.431, -2.963, 1.360)
H (1.222, 5.839, 2.184)
H (2.750, -6.594, 1.398)
C (2.831, 1.042, 0.003)
H (-5.218, -2.479, -0.729)
H (-1.985, -0.364, 4.624)
C (0.684, 4.179, 0.052)
C (-0.691, 4.178, 0.071)
H (-6.605, 2.606, 1.490)
C (5.378, 1.565, 0.000)
H (1.224, -5.976, 2.027)
C (-2.052, 5.601, 1.600)
H (1.094, 6.231, -0.274)
C (-1.621, -5.445, -0.094)
N (-1.130, -0.228, 5.136)
H (2.493, -5.244, -0.660)
H (5.933, -1.345, 2.070)
N (-0.001, -2.082, 0.001)
H (2.733, 6.484, 1.550)
C (2.407, 2.361, -0.001)
C (-2.413, 2.357, 0.048)
C (-2.836, 1.038, 0.031)
C (-5.384, 1.555, 0.056)
C (5.381, -1.659, -0.001)
H (-2.458, -5.252, -0.766)
H (5.197, -2.505, -0.666)
C (0.002, -0.006, 4.481)
H (-2.492, 5.170, -0.468)
H (-1.105, -6.335, -0.452)
H (6.483, -2.879, 1.400)
H (-6.277, -1.129, -0.319)
C (1.090, 2.792, 0.026)
C (-4.221, -0.742, -0.024)
H (-5.855, -1.466, 2.089)
H (-1.172, -0.230, 6.144)
H (-2.576, 4.738, 2.007)
C (2.412, -2.470, -0.022)
H (4.784, -2.665, 1.838)
H (-1.190, 5.810, 2.230)
H (3.168, 3.124, -0.037)
C (1.096, -2.902, -0.029)
H (4.874, 2.641, 1.827)
H (1.123, -6.330, -0.439)
H (-4.718, -2.770, 1.746)
C (4.219, -0.736, -0.018)
H (-1.343, -5.941, 1.999)
C (-2.159, -5.719, 1.317)
S (0.006, 0.092, 2.778)
H (-6.251, 1.063, -0.383)
H (3.182, -3.226, -0.056)
C (0.688, -4.289, -0.074)
N (-2.017, -0.058, 0.025)
H (-3.181, -3.228, -0.140)
C (5.659, -2.172, 1.419)
H (-1.107, 6.234, -0.224)
H (1.983, 0.357, 4.633)
H (-2.828, -6.574, 1.294)
H (1.172, 0.198, 6.152)
H (-3.175, 3.120, 0.036)
N (2.014, -0.055, 0.025)
H (6.264, -1.134, -0.365)
C (2.072, 5.622, 1.540)
C (2.077, -5.741, 1.396)
C (-1.097, 2.791, 0.053)
H (-2.706, -4.862, 1.703)
C (-5.606, -2.257, 1.385)
H (5.899, 1.223, 2.079)
H (-4.904, 2.520, 1.950)
C (-4.222, 0.631, 0.013)
H (2.475, 5.165, -0.530)
H (-2.713, 6.462, 1.634)
N (1.134, 0.184, 5.144)
C (5.698, 2.062, 1.416)
C (-5.725, 1.970, 1.494)
C (-0.687, -4.289, -0.096)
H (5.175, 2.422, -0.645)
C (2.833, -1.148, -0.004)
C (-1.610, 5.343, 0.152)
C (-2.835, -1.152, -0.028)
C (-2.413, -2.472, -0.075)
C (-5.380, -1.669, -0.014)

=====

# C37H49AuN4P2

A molecular structure, C37H49AuN4P2 at a distorted geometry (ωB97M-V/def2-TZVPD, OMol25).

Relative energy (zero: lowest compared OMol25 entry of this formula, charge and spin) = 24.0 kcal per mole
<S²> = 2.064
HOMO-LUMO gap (alpha / beta) = 5.95 / 6.00 eV
Highest occupied orbital energy (alpha / beta) = -0.4641 / -0.4930 Eh
2S+1 = 3
Total charge = +2

Cartesian coordinates (Å):
H (7.091, -0.194, -2.069)
C (-0.769, -3.545, 0.511)
H (3.172, 2.089, 3.848)
C (-2.776, 2.610, 1.128)
C (-2.182, 0.357, -0.944)
H (-0.815, -0.571, 5.578)
H (-2.966, 2.817, 2.179)
H (5.194, -0.025, -3.706)
H (4.118, -0.232, 4.049)
C (3.713, -0.015, -2.171)
C (-3.184, -1.746, -0.259)
H (-6.417, 0.067, -2.085)
N (3.409, -0.075, -0.855)
C (5.748, -0.271, -0.390)
C (-4.340, -0.307, -1.820)
C (-1.294, 2.291, 0.965)
H (0.722, 4.123, -1.165)
H (0.871, -0.235, 5.260)
H (3.484, -1.552, 3.067)
H (1.895, -2.985, 3.275)
N (-0.909, -1.075, 0.403)
H (0.467, 0.416, -7.243)
C (-0.494, -0.024, 3.548)
C (-2.066, -0.884, -0.251)
H (-0.470, 3.677, 2.393)
H (-1.765, 4.486, -2.823)
H (1.956, -5.306, 3.716)
H (1.655, -6.312, 2.283)
H (-1.813, -1.677, 3.144)
C (-5.518, -0.045, -2.691)
C (0.714, -4.411, 2.211)
N (2.763, 0.128, -3.116)
H (-2.243, -0.215, 2.253)
C (0.653, 0.030, -3.880)
H (-0.941, -0.639, -2.625)
C (-0.021, -0.688, 4.840)
H (-1.455, -3.720, -0.302)
H (0.635, 3.275, 1.065)
C (-0.759, 2.778, -2.019)
C (-0.219, -4.607, 1.184)
C (0.608, -2.032, 1.851)
N (1.542, -0.006, -2.835)
H (-0.723, 4.384, 0.809)
C (-0.406, 3.479, 1.323)
H (-5.386, 0.860, -3.277)
H (-3.409, 1.776, 0.830)
C (1.053, 0.334, -5.196)
C (6.066, -0.185, -1.738)
H (0.385, -6.082, 3.463)
H (0.144, -1.754, 4.697)
H (-1.843, -0.338, -6.792)
H (1.601, 2.334, 3.102)
C (-0.418, -2.227, 0.876)
H (4.162, -0.333, 1.032)
H (1.418, 2.727, -1.988)
C (1.220, -5.585, 2.968)
H (-2.569, -0.322, 3.975)
C (5.032, -0.074, -2.642)
H (-1.047, 1.461, 1.641)
H (0.717, 4.055, -2.922)
P (0.759, -0.238, 2.138)
H (-3.189, -2.614, 0.381)
P (-0.812, 1.515, -0.656)
H (-2.859, 3.389, -1.988)
H (-1.783, 4.437, -1.071)
H (-5.695, -0.889, -3.357)
H (-3.338, 1.499, -2.337)
C (1.146, -3.114, 2.511)
H (-0.569, 1.059, 3.708)
C (0.610, 3.459, -2.019)
C (-0.664, -0.375, -3.633)
C (-4.292, -1.451, -1.016)
H (2.676, -1.080, 4.566)
C (-1.148, -0.213, -5.976)
C (2.200, 1.629, 3.676)
C (-3.279, 0.598, -1.749)
C (0.155, 0.205, -6.230)
C (3.203, -0.707, 3.694)
H (2.075, 0.628, -5.371)
H (1.737, 1.486, 4.647)
H (6.515, -0.364, 0.361)
H (2.955, 0.592, 2.010)
H (-0.857, 2.178, -2.936)
C (-1.557, -0.489, -4.676)
C (-1.866, 3.827, -1.964)
Au (1.222, 0.337, -0.481)
H (-0.501, -5.617, 0.919)
H (-5.137, -2.122, -0.997)
C (2.390, 0.319, 2.910)
C (-1.861, -0.591, 3.196)
H (-3.072, 3.488, 0.563)
H (-2.571, -0.808, -4.482)
C (4.417, -0.234, -0.009)